[1]
# C46H69BaBrClGeN6O3P3

C46H69BaBrClGeN6O3P3 as an isolated structure (ωB97M-V/def2-TZVPD, OMol25).

Properties
frontier orbital gap (spin up / spin down): 7.841 / 5.640 eV
total charge: +1
energy above the lowest of the compared OMol25 structures with the same formula, charge and spin: 0.8145 eV
2S+1: 2
E_LUMO (spin up / spin down): -1.56 / -3.76 eV
highest occupied orbital energy (spin up / spin down): -0.3453 / -0.3453 Eh

Cartesian coordinates (Å):
1 H -2.612 -4.320 -0.935
2 H 0.135 -3.939 4.788
3 H 1.228 3.066 1.340
4 C -1.700 3.121 0.110
5 C 3.220 -1.319 3.357
6 H -6.535 -2.026 1.744
7 H 4.214 -0.992 1.429
8 H -1.200 3.713 6.380
9 H 0.570 -0.117 4.548
10 C 1.709 2.502 -3.718
11 C 3.437 3.567 -0.505
12 H 3.326 3.347 1.678
13 H -1.569 1.392 -4.264
14 N 1.254 -5.065 0.095
15 H -1.361 -1.801 3.175
16 C -2.393 -3.255 -1.040
17 C 1.304 -3.423 -4.559
18 C -5.077 -0.996 0.577
19 P 1.950 2.556 -0.923
20 C 4.278 -0.664 2.467
21 H 3.129 4.617 -0.449
22 C -2.272 2.204 3.021
23 H 4.319 -1.047 5.195
24 H 0.323 -5.466 0.117
25 H 1.079 5.326 -1.758
26 H 4.744 -4.757 0.786
27 N 3.650 -2.073 -0.918
28 N -0.535 2.445 0.410
29 H -4.541 -0.617 -1.958
30 H 1.604 0.978 3.643
31 H 2.414 5.028 -2.862
32 O 6.881 -4.642 -0.881
33 H 4.166 0.423 2.481
34 H -3.049 -2.718 -0.350
35 H 4.163 3.753 -2.563
36 C 4.509 3.422 -1.585
37 C 1.378 4.763 -2.644
38 H 0.158 3.016 -2.349
39 C -2.682 3.715 4.834
40 H -1.361 -3.100 -0.717
41 C -5.737 -1.296 1.746
42 C -3.689 0.599 1.792
43 H -4.986 2.764 0.983
44 H 1.628 1.418 -3.608
45 H 1.115 2.791 -4.589
46 C -3.804 -0.208 -4.868
47 H 3.395 -2.402 3.374
48 H 1.237 -4.465 -4.262
49 H -5.345 -1.502 -0.340
50 H 4.226 2.069 0.849
51 Ge -0.858 0.623 1.097
52 H -0.357 0.147 -4.609
53 C -4.239 4.241 -0.398
54 C 4.002 3.139 0.849
55 O 1.417 -1.288 -3.495
56 H -0.926 -2.449 1.594
57 C 0.736 3.150 0.365
58 C -0.703 2.333 4.833
59 H -1.461 0.702 -5.881
60 C -3.958 -3.236 -3.027
61 C 3.344 -0.780 4.783
62 C -3.101 4.752 -0.999
63 N -0.366 0.814 2.917
64 H -1.819 -3.303 -3.089
65 H 0.218 2.030 5.313
66 H 0.482 -3.169 -5.227
67 H -4.106 0.782 3.878
68 C -2.595 -2.812 -2.488
69 H 3.285 0.309 4.788
70 P 1.549 -1.167 2.561
71 H 1.310 -4.516 -0.760
72 C -4.114 3.177 0.489
73 H 6.574 -2.648 -2.491
74 C -2.395 -0.609 -4.429
75 H 1.892 -5.845 -0.025
76 H -4.087 -2.962 -4.074
77 Ba 1.078 -0.767 -1.046
78 C -1.073 1.773 3.606
79 C 1.224 3.255 -2.476
80 H 5.280 -0.891 2.838
81 H -2.135 -1.539 -4.948
82 H -3.627 0.831 -2.368
83 C 4.760 -3.969 0.044
84 H -3.296 4.471 5.304
85 C 4.674 -1.957 -1.750
86 H 4.936 3.668 1.047
87 H 2.873 -3.180 0.642
88 N -3.234 0.243 -0.481
89 H 1.753 -3.262 4.902
90 H 2.750 2.732 -3.947
91 H 4.835 2.383 -1.676
92 H -1.336 -3.546 2.915
93 H 0.552 4.220 0.223
94 H 1.110 -3.479 2.528
95 C -1.848 4.206 -0.759
96 C 0.803 0.231 3.534
97 C -4.007 -0.064 0.559
98 H -3.185 5.588 -1.683
99 N -2.639 1.595 1.730
100 C 5.773 -2.790 -1.782
101 H -4.570 -0.909 -4.539
102 H 2.580 -1.163 5.459
103 C 1.248 -2.515 -3.336
104 H 5.381 4.023 -1.322
105 C 0.730 -3.045 4.592
106 C 3.715 -3.074 -0.032
107 H 0.337 -2.251 5.232
108 C -2.865 2.651 0.736
109 H -0.990 4.618 -1.271
110 Br 4.617 -0.515 -2.973
111 C -1.507 3.289 5.433
112 H 6.811 -5.318 -0.199
113 H -3.846 -0.155 -5.957
114 C -4.357 0.286 2.952
115 O 1.005 -3.052 -2.222
116 H -4.073 -4.319 -2.954
117 H -4.775 -2.788 -2.456
118 C -5.374 -0.669 2.934
119 C 5.815 -3.828 -0.857
120 H -3.968 3.501 3.128
121 C 0.632 -2.683 3.114
122 P -2.163 -1.018 -2.633
123 C -3.061 3.169 3.616
124 C -1.379 0.466 -4.818
125 H -5.890 -0.907 3.853
126 H -4.068 0.783 -4.494
127 H -5.212 4.666 -0.604
128 Cl 2.820 -3.176 -5.449
129 C -3.576 -0.122 -1.823
130 C -0.829 -2.611 2.670
131 H 0.772 5.116 -3.482

[2]
# C46H69Cl2KN9O2PS2

C46H69Cl2KN9O2PS2 as an isolated structure (ωB97M-V/def2-TZVPD, OMol25).

Properties
frontier orbital gap: 3.762 eV
total charge: -2
energy above the lowest of the compared OMol25 structures with the same formula, charge and spin: 0.0735 eV
E_LUMO: 3.79 eV
highest occupied orbital energy: 0.0009 Eh

Cartesian coordinates (Å):
1 H -2.433 -5.617 5.090
2 H -3.741 0.169 -2.939
3 H 0.908 -2.226 -5.598
4 H 3.891 2.820 5.512
5 C -1.390 -5.449 5.376
6 S 0.580 5.352 -1.452
7 H -1.764 -4.135 0.162
8 H -0.509 -6.628 3.780
9 N 2.552 -1.935 -0.143
10 H -1.286 6.423 -2.485
11 H 3.071 5.284 1.321
12 H -3.479 1.976 3.240
13 H 4.292 6.408 3.178
14 C -0.729 -0.381 -5.638
15 H -0.582 -0.031 4.645
16 H 1.218 -2.269 -3.865
17 C -2.672 -2.319 1.024
18 H -4.805 -2.056 1.122
19 C -1.607 -3.339 3.573
20 O 1.647 1.600 1.442
21 C -0.625 5.611 -2.791
22 H -2.871 0.017 -5.417
23 H -3.304 -1.490 4.568
24 C -3.656 3.128 -0.173
25 C 3.731 3.385 4.602
26 C -0.941 0.397 3.702
27 C -2.050 -0.458 3.075
28 H -3.173 2.803 4.763
29 H -1.820 1.374 -4.965
30 C -0.486 -0.471 -3.321
31 H -5.420 -4.474 1.290
32 H -2.816 -1.297 0.623
33 C 1.190 -1.616 -4.733
34 Cl -2.100 3.686 0.481
35 C 4.176 4.686 4.466
36 H -0.071 0.396 3.037
37 H -2.901 -3.737 -2.109
38 C -4.460 4.070 -0.753
39 P -1.377 -1.996 2.304
40 C -5.236 1.432 -0.665
41 H -0.230 -4.448 2.310
42 C -1.915 0.278 -4.958
43 H -2.578 -0.168 -1.652
44 H 2.106 -1.044 2.844
45 H -1.303 -2.621 -0.604
46 C -1.231 -4.042 5.975
47 N 3.111 -2.690 1.982
48 H 2.161 1.274 2.856
49 H -2.673 -3.479 3.783
50 C -3.271 -3.319 -1.169
51 H -1.227 2.419 2.993
52 H -3.658 -2.322 -1.395
53 C 2.353 -4.861 1.879
54 H 1.588 -5.880 -0.423
55 N 1.941 3.500 0.147
56 C -4.434 -4.167 0.929
57 H 1.560 -5.547 2.189
58 C -2.709 0.313 -2.618
59 H -1.256 -2.003 5.241
60 N -0.040 -0.544 -2.133
61 K -0.535 1.020 0.340
62 H -2.137 4.155 -2.216
63 H 0.147 -2.902 4.744
64 C 2.160 -4.957 -0.542
65 H 0.867 -2.607 -1.222
66 S -0.220 2.971 -3.050
67 H -2.141 -3.771 6.517
68 C 2.574 -3.720 2.851
69 H -1.145 -6.210 6.122
70 C -2.936 1.904 4.188
71 H -2.382 0.089 2.172
72 H -4.127 5.104 -0.761
73 N 1.999 -4.160 0.653
74 C 0.653 3.592 -1.648
75 Cl -5.806 -0.251 -0.670
76 C 2.080 2.783 1.235
77 H -5.365 -3.843 -0.996
78 H -0.422 -4.047 6.712
79 H -0.106 5.899 -3.708
80 H -6.340 4.450 -1.785
81 C 2.542 -2.862 0.716
82 C 2.814 3.455 2.358
83 C -3.893 1.657 -0.054
84 H 3.268 -3.970 3.656
85 C 1.385 -0.625 -1.860
86 N 0.220 -0.551 -4.548
87 C -0.524 -5.592 4.129
88 H -4.288 -5.229 -0.942
89 C -2.144 -3.153 -0.152
90 H -4.414 0.745 5.289
91 C 1.790 -2.030 -1.366
92 C -5.691 3.715 -1.326
93 H 2.380 -2.531 -2.147
94 N 1.255 2.813 -0.853
95 C 3.948 5.387 3.286
96 H -0.310 0.221 -6.448
97 H 0.511 -5.336 4.383
98 H -6.989 2.025 -1.683
99 H 3.432 -0.644 1.748
100 C -1.415 4.330 -3.013
101 C 3.049 2.758 3.555
102 C -3.388 0.645 4.920
103 H 4.701 5.161 5.289
104 N -1.817 -0.245 -3.616
105 H -4.169 -2.796 2.567
106 C -0.932 -2.986 4.898
107 H 3.281 -5.437 1.737
108 H -2.752 0.492 5.802
109 C -4.405 -4.193 -0.604
110 H 3.793 -1.280 3.369
111 H 1.784 -4.442 -1.419
112 C 3.271 4.766 2.249
113 H -1.937 4.348 -3.971
114 H -1.813 -5.173 2.441
115 C -1.038 -4.664 3.018
116 C -4.075 -2.788 1.479
117 C 3.113 -1.337 2.519
118 H 1.622 -3.396 3.288
119 H 2.198 -1.230 -4.904
120 O 2.636 1.490 3.726
121 C -3.289 -0.564 3.980
122 H -1.021 -1.360 -6.048
123 H -4.172 -0.584 3.336
124 C -1.428 1.842 3.898
125 H 3.214 -5.224 -0.714
126 C -6.048 2.360 -1.258
127 H 1.622 0.078 -1.059
128 H -0.857 2.313 4.703
129 H -2.533 1.383 -2.465
130 H -3.725 -4.908 1.314
131 H 1.997 -0.313 -2.714
132 N -3.091 0.804 0.415

[3]
# C46H69F4N4O16PS2

A 5-piece molecular cluster, C46H69F4N4O16PS2 overall (ωB97M-V/def2-TZVPD, OMol25).

Properties
frontier orbital gap: 7.101 eV
E_LUMO: -1.27 eV
SMILES: CCCCN(CCCCc1c2c(c([PH2]=N)c(N)c1C(F)(F)C(F)F)C(=O)N(CCCCCCOC(C)=O)C2=O)C(=S)SCCC.C[C@@H]1COC(=O)O1.C[C@@H]1COC(=O)O1.C[C@@H]1COC(=O)O1.C[C@@H]1COC(=O)O1
highest occupied orbital energy: -0.3078 Eh

Cartesian coordinates (Å):
1 H -1.094 -5.540 0.086
2 H -0.984 -11.272 -2.877
3 C 2.982 2.310 2.534
4 O 1.254 -2.576 1.252
5 C -5.506 -2.143 -0.480
6 H -0.719 -4.569 1.573
7 H -8.123 1.573 -4.725
8 H -1.495 -1.369 1.040
9 F 4.008 0.601 -3.124
10 H -4.249 -0.390 -0.053
11 H 1.242 0.612 -1.019
12 H -1.873 9.943 5.651
13 H 3.662 2.357 -1.438
14 H 1.662 0.519 6.093
15 H -8.572 -0.054 -1.430
16 C -1.146 9.470 6.313
17 S 0.040 3.089 2.695
18 H -7.086 0.887 -5.990
19 C -7.249 0.947 -4.912
20 H -9.384 -0.305 0.186
21 N 2.857 -2.434 -5.295
22 C 2.438 -1.174 -3.121
23 N 0.745 -4.446 0.071
24 H -3.447 -1.717 -1.024
25 O -2.770 -9.388 -0.963
26 H -1.272 -10.724 -0.531
27 H 1.030 1.211 4.566
28 C -0.363 8.407 5.577
29 H 2.321 -1.766 -5.845
30 P 2.106 -5.228 -4.462
31 H 4.077 3.355 4.177
32 H 7.428 0.027 0.140
33 N 3.166 -6.279 -3.903
34 O -6.588 -1.354 0.099
35 C 3.268 1.466 4.890
36 H 3.964 0.782 4.332
37 H -2.577 -3.823 -0.336
38 H -2.306 5.611 -1.333
39 C 1.987 -0.149 -0.672
40 C -7.812 -1.826 -0.292
41 H 3.999 1.918 2.258
42 H -1.805 6.948 -2.510
43 C -1.456 6.091 -1.884
44 C -6.031 1.508 -4.216
45 O -4.054 1.001 -3.204
46 C 7.482 2.374 3.779
47 H 3.633 1.682 5.917
48 H 3.578 -5.916 -3.041
49 C -4.812 0.639 -4.358
50 C -8.937 -0.816 -0.701
51 C 2.051 -1.311 -1.701
52 O -6.197 1.537 -2.796
53 H -5.693 -2.169 -1.586
54 O 8.341 2.955 2.893
55 C 1.233 -3.089 0.170
56 C 1.146 -5.072 -1.157
57 O 0.552 7.729 6.440
58 H -0.444 4.522 -0.042
59 H 0.213 8.858 4.762
60 C -0.351 6.542 -0.824
61 C 1.255 3.922 1.974
62 C -1.473 -9.922 -1.249
63 O -8.085 -2.996 -0.337
64 C 1.684 -2.605 -1.225
65 H 1.541 -0.566 0.270
66 C 0.672 6.457 5.961
67 C 8.467 2.046 1.800
68 O -3.021 -10.912 -2.595
69 O 7.313 2.745 4.894
70 H -1.591 -9.686 -3.411
71 H -4.061 -3.068 1.452
72 H -0.624 7.585 -0.540
73 H 2.282 1.433 2.434
74 N 2.539 3.366 1.590
75 C -1.216 7.269 5.090
76 H -1.686 -2.774 2.152
77 H 7.886 -0.665 1.708
78 H -1.675 9.043 7.168
79 O -4.698 1.526 -1.103
80 H -1.474 5.635 0.893
81 H 1.315 2.248 0.280
82 H -4.257 0.836 -5.274
83 H 8.662 2.573 0.867
84 O 1.488 5.673 6.324
85 C -0.686 -4.570 0.451
86 C -3.536 -2.107 1.205
87 C -0.483 5.561 0.385
88 C -0.399 -8.863 -1.162
89 F 0.484 0.644 -3.367
90 H 1.932 -0.336 4.525
91 H 0.787 -5.756 -4.584
92 H 2.551 -4.883 -5.774
93 C 1.643 -3.852 -1.981
94 H 3.602 0.211 0.810
95 O 1.133 -6.222 -1.449
96 C 2.070 -3.711 -3.349
97 C 3.486 2.027 -0.386
98 H 0.575 -9.275 -1.429
99 H 6.357 1.965 1.330
100 H -0.478 10.238 6.706
101 C 3.385 0.463 -0.261
102 C 1.899 0.672 5.010
103 H 1.877 1.863 -2.484
104 H -1.212 -2.818 -0.911
105 H -0.341 -8.455 -0.152
106 S 0.938 5.691 1.583
107 C 2.456 -2.413 -3.909
108 C -4.104 -1.506 -0.148
109 F 1.641 2.247 -4.454
110 F 3.018 0.226 -5.064
111 C -1.980 -2.368 1.153
112 H 9.300 1.369 2.011
113 H 3.860 -2.262 -5.381
114 H -1.670 7.467 4.120
115 O 6.846 1.307 3.211
116 O -0.273 6.203 5.013
117 H -1.998 6.983 5.800
118 H -0.619 -8.027 -1.827
119 H 0.630 6.485 -1.345
120 H -7.489 -0.051 -4.538
121 C -4.958 1.372 -2.253
122 H 6.190 -0.509 1.293
123 H 2.090 3.706 -0.441
124 H 2.221 3.313 4.414
125 C 7.163 -0.024 1.198
126 H 4.397 2.335 0.194
127 C 3.126 2.797 4.026
128 H -9.767 -1.406 -1.164
129 H -5.840 2.531 -4.555
130 C -1.595 -3.371 -0.021
131 C 2.797 0.211 -3.706
132 O -4.843 -10.070 -1.558
133 H -5.038 -0.430 -4.298
134 C 7.131 1.357 1.811
135 C -1.668 -10.458 -2.639
136 H -3.768 -1.358 2.002
137 C 1.692 1.331 -3.442
138 C 2.277 2.821 0.221
139 H -5.593 -3.190 -0.089
140 H -1.070 5.311 -2.587
141 H 4.203 -0.037 -0.845
142 C -3.663 -10.119 -1.690

Calculated total energy for every record listed, in sequence, given in a.u.: -8509.1455, -5095.6094, -4754.1703.
Maximum force for every record listed, in sequence, given in eV Å⁻¹: 0.557, 0.533, 3.674.